{"formula": "C5H12O", "method": "ωB97M-V with the def2-TZVPD basis set", "symbols": ["C", "C", "C", "C", "C", "O", "H", "H", "H", "H", "H", "H", "H", "H", "H", "H", "H", "H"], "xyz": [[-0.276, -1.434, -1.524], [-0.801, -0.547, -0.394], [0.222, 0.430, 0.229], [-0.536, 1.602, 0.861], [1.090, -0.263, 1.280], [1.142, 0.925, -0.745], [0.036, -0.843, -2.393], [-1.062, -2.113, -1.871], [0.582, -2.037, -1.212], [-1.177, -1.165, 0.429], [-1.663, 0.020, -0.776], [-1.241, 1.251, 1.624], [-1.109, 2.150, 0.103], [0.166, 2.300, 1.328], [0.490, -0.644, 2.114], [1.815, 0.452, 1.683], [1.650, -1.098, 0.846], [0.672, 1.012, -1.582]], "forces_ev_per_angstrom": [[0.1, -0.1, 0.0], [0.0, 0.0, 0.0], [-0.2, -0.1, 0.2], [0.0, 0.0, 0.0], [0.0, 0.0, 0.0], [-0.1, 0.0, -0.2], [0.0, -0.1, 0.1], [0.1, 0.1, 0.1], [-0.1, 0.1, 0.0], [-0.1, 0.0, -0.2], [0.2, 0.0, 0.1], [0.1, 0.0, -0.1], [0.1, -0.1, 0.1], [-0.1, -0.1, 0.0], [0.0, 0.1, -0.2], [-0.1, -0.1, -0.1], [-0.1, 0.1, 0.0], [0.1, 0.1, 0.1]], "lowdin_charge": [-0.096, -0.201, -0.638, -0.044, -0.035, -0.031, 0.069, 0.074, 0.076, 0.116, 0.112, 0.088, 0.083, 0.085, 0.087, 0.087, 0.084, 0.086], "smiles": "CCC(C)(C)O", "total_charge": 0, "homo_ev": -10.147, "molar_mass_g_mol": 88.15}